Entry 1:
Molecular formula: C9H10NO2
Method: DFT, wB97M-V/def2-TZVPD

Results
HOMO energy ... -13.4 eV
ΔE to the lowest compared entry with this formula, charge and spin ... 13.2 kcal per mole
LUMO ... -3.9 eV
Multiplicity ... 1
Structure (SMILES) ... C[N+]1=C(O)c2ccccc2[C@H]1O
Total charge ... +1

Structure (XYZ):
```
22
C9H10NO2, DFT wB97M-V/def2-TZVPD
C -0.72 -1.83 -2.24
N -0.34 -0.84 -1.19
C -0.20 0.45 -1.25
O -0.35 1.04 -2.38
C 0.10 1.08 0.04
C 0.19 2.43 0.43
C 0.57 2.67 1.75
C 0.76 1.70 2.69
C 0.45 0.35 2.38
C 0.26 0.05 1.05
C 0.16 -1.30 0.49
O -0.76 -2.13 0.92
H -1.31 -1.10 -2.86
H -1.44 -2.69 -1.84
H 0.27 -2.22 -2.52
H 0.03 1.94 -2.42
H 0.02 3.09 -0.30
H 0.62 3.73 1.87
H 1.01 2.02 3.61
H 0.53 -0.29 3.20
H 0.99 -1.89 0.25
H -0.52 -3.09 0.94
```

***

Entry 2:
Molecular formula: C4H8N2
Method: DFT, wB97M-V/def2-TZVPD

Results
HOMO energy ... -8.5 eV
ΔE to the lowest compared entry with this formula, charge and spin ... 64.4 kcal per mole
LUMO ... 0.8 eV
Multiplicity ... 1
Structure (SMILES) ... CN(C)CC#N

Structure (XYZ):
```
14
C4H8N2, DFT wB97M-V/def2-TZVPD
C -0.28 1.30 0.53
N -0.36 0.06 -0.23
C -1.43 -0.86 0.12
C 0.81 -0.51 -0.80
C 2.05 0.14 -0.50
N 2.92 0.69 0.05
H -1.17 1.41 1.15
H -0.23 2.16 -0.15
H 0.61 1.33 1.16
H -1.30 -1.28 1.13
H -1.45 -1.69 -0.60
H -2.41 -0.36 0.07
H 0.60 -1.08 -1.70
H 1.63 -1.31 -0.23
```

***

Entry 3:
Molecular formula: C2H8N2P
Method: DFT, wB97M-V/def2-TZVPD

Results
HOMO energy ... -14.1 eV
ΔE to the lowest compared entry with this formula, charge and spin ... 43.6 kcal per mole
LUMO ... -5.0 eV
Multiplicity ... 1
Structure (SMILES) ... C=[N+](P)CN
Total charge ... +1

Structure (XYZ):
```
13
C2H8N2P, DFT wB97M-V/def2-TZVPD
C 1.78 -0.62 -0.05
N 0.54 -0.31 -0.23
P -0.69 -1.27 -1.26
C -0.14 0.92 0.42
N -1.42 1.34 -0.04
H 2.31 0.11 0.47
H 2.18 -1.48 -0.43
H -1.20 -1.96 -0.12
H 0.49 -2.07 -1.71
H -0.17 0.63 1.47
H 0.52 1.76 0.46
H -1.59 2.35 0.16
H -2.09 0.59 0.33
```

***

Entry 4:
Molecular formula: C16H30FN2O5
Method: DFT, wB97M-V/def2-TZVPD

Results
HOMO energy (spin up / spin down) ... -8.7 / -9.5 eV
ΔE to the lowest compared entry with this formula, charge and spin ... 0.0 kcal per mole
LUMO (spin up / spin down) ... 0.7 / 0.2 eV
Multiplicity ... 2

Structure (XYZ):
```
54
C16H30FN2O5, DFT wB97M-V/def2-TZVPD
C 2.02 1.50 -3.19
C 0.48 1.67 -3.05
C -0.26 0.33 -2.82
O -1.54 0.46 -3.43
C -2.41 -0.55 -3.07
O -3.26 -0.20 -1.95
C -3.24 1.11 -1.59
O -2.42 1.63 -0.93
N -4.36 1.87 -2.01
C -4.26 2.26 -3.42
C -4.87 1.18 -4.31
O -5.65 0.43 -3.97
F -4.43 1.15 -5.59
H 2.40 2.37 -3.73
H 2.26 0.56 -3.71
H 2.51 1.41 -2.21
H 0.13 2.12 -4.00
H 0.22 2.35 -2.24
H 0.38 -0.44 -3.29
H -0.30 0.17 -1.74
H -3.06 -0.75 -3.93
H -1.86 -1.48 -2.86
H -4.42 2.70 -1.42
H -4.71 3.25 -3.61
H -3.19 2.39 -3.66
C 2.61 -0.59 4.39
C 2.39 -0.03 2.97
C 1.09 0.77 2.93
C -0.17 -0.09 2.97
C -0.12 -1.17 1.89
C 1.16 -2.00 1.92
N 2.38 -1.15 1.97
O 2.57 -0.63 0.79
C 1.13 -2.96 3.12
C 1.17 -2.94 0.70
C 3.57 0.92 2.74
H 3.21 0.09 5.00
H 1.69 -0.74 4.95
H 3.16 -1.54 4.37
H 1.06 1.38 2.02
H 1.07 1.48 3.76
H -0.29 -0.55 3.96
H -1.05 0.53 2.83
H -1.00 -1.82 2.00
H -0.23 -0.69 0.91
H 2.07 -3.51 3.21
H 0.34 -3.70 3.00
H 0.93 -2.47 4.07
H 1.08 -2.40 -0.24
H 0.33 -3.63 0.76
H 2.09 -3.53 0.67
H 4.52 0.38 2.77
H 3.59 1.68 3.52
H 3.50 1.44 1.79
```

***

Entry 5:
Molecular formula: C3H3Br3O
Method: DFT, wB97M-V/def2-TZVPD

Results
HOMO energy ... -9.3 eV
ΔE to the lowest compared entry with this formula, charge and spin ... 14.2 kcal per mole
LUMO ... 0.2 eV
Multiplicity ... 1

Structure (XYZ):
```
10
C3H3Br3O, DFT wB97M-V/def2-TZVPD
C 0.37 0.42 0.67
C 0.39 -1.05 1.02
C -0.55 0.76 -1.09
O 0.93 1.32 1.12
Br -0.31 2.57 -1.48
Br 0.19 -0.33 -2.50
Br -2.45 0.37 -0.95
H -0.02 -1.60 0.14
H -0.01 -1.30 1.98
H 1.45 -1.15 1.07
```

***

Entry 6:
Molecular formula: C22H42ClN5O4P
Method: DFT, wB97M-V/def2-TZVPD

Results
HOMO energy ... -10.2 eV
ΔE to the lowest compared entry with this formula, charge and spin ... 0.0 kcal per mole
LUMO ... -5.2 eV
Multiplicity ... 1
Total charge ... +1

Structure (XYZ):
```
75
C22H42ClN5O4P, DFT wB97M-V/def2-TZVPD
O 1.51 -3.02 2.47
P 2.07 -4.41 1.61
Cl 0.65 -4.57 0.00
N 2.01 -5.86 2.65
C 1.56 -7.10 2.01
C 1.44 -8.45 2.79
C 1.86 -8.51 4.29
C 2.35 -7.18 4.94
C 2.39 -5.90 4.05
C 2.87 -4.55 4.80
C 4.36 -4.16 4.61
C 4.82 -2.82 5.29
C 3.73 -2.02 6.09
C 2.32 -2.65 6.15
N 1.86 -3.86 5.54
H 0.74 -3.25 3.04
H 1.26 -7.16 0.90
H 1.05 -9.38 2.24
H 1.75 -9.50 4.85
H 2.67 -7.17 6.04
H 5.10 -4.81 4.01
H 5.88 -2.42 5.20
H 3.92 -1.02 6.60
H 1.53 -2.06 6.76
C 0.69 2.27 1.05
C 1.50 2.88 2.18
C 2.47 1.89 2.85
O 1.85 0.97 3.74
C 1.26 -0.16 3.11
N 0.57 3.48 3.16
H -0.12 1.63 1.40
H 0.23 3.05 0.44
H 1.32 1.67 0.39
H 2.10 3.69 1.75
H 3.16 2.47 3.47
H 3.08 1.37 2.11
H 1.83 -0.47 2.23
H 0.23 0.06 2.83
H 1.25 -0.98 3.82
H 1.12 3.97 3.86
H 0.14 2.71 3.67
C -1.94 6.25 -3.68
C -1.07 6.47 -2.44
C -0.14 5.28 -2.12
O -0.79 4.17 -1.51
C -1.46 3.31 -2.42
N -1.93 6.80 -1.31
H -2.78 5.57 -3.49
H -2.36 7.20 -4.02
H -1.35 5.83 -4.50
H -0.43 7.34 -2.65
H 0.60 5.62 -1.39
H 0.43 4.96 -3.00
H -0.93 3.23 -3.38
H -2.48 3.65 -2.58
H -1.51 2.32 -1.97
H -1.35 7.04 -0.51
H -2.40 5.94 -1.01
C -4.35 0.92 -4.59
C -3.21 1.10 -5.59
C -3.38 0.25 -6.87
O -3.07 -1.13 -6.70
C -4.13 -1.90 -6.15
N -1.94 0.82 -4.92
H -4.29 -0.02 -4.04
H -4.33 1.72 -3.85
H -5.32 0.96 -5.09
H -3.21 2.15 -5.89
H -2.66 0.62 -7.61
H -4.37 0.38 -7.31
H -5.11 -1.55 -6.47
H -4.06 -1.90 -5.06
H -4.00 -2.93 -6.48
H -1.17 1.02 -5.56
H -1.88 -0.20 -4.79
```

***

Entry 7:
Molecular formula: C5H29NO9
Method: DFT, wB97M-V/def2-TZVPD

Results
HOMO energy ... -9.5 eV
ΔE to the lowest compared entry with this formula, charge and spin ... 64.6 kcal per mole
LUMO ... 0.5 eV
Multiplicity ... 1
Structure (SMILES) ... C[C@H](CO)N(C)C.O.O.O.O.O.O.O.O

Structure (XYZ):
```
44
C5H29NO9, DFT wB97M-V/def2-TZVPD
C 3.83 1.24 1.47
C 2.44 0.98 0.75
C 2.52 -0.09 -0.29
O 1.26 -0.43 -0.86
N 1.53 2.04 0.32
C 1.44 3.10 1.40
C 1.96 2.61 -0.93
H 4.63 0.76 0.87
H 4.04 0.84 2.46
H 3.92 2.31 1.48
H 1.95 0.52 1.66
H 2.84 -1.09 0.08
H 3.19 -0.05 -1.19
H 0.57 0.24 -0.84
H 0.42 3.53 1.36
H 2.04 4.02 1.29
H 1.61 2.47 2.29
H 1.67 3.61 -1.24
H 3.06 2.55 -1.09
H 1.50 2.13 -1.83
O -0.20 -2.61 -0.02
H 0.37 -1.85 -0.22
H -0.08 -3.16 -0.83
O -1.27 2.57 -1.76
H -1.59 2.20 -0.92
H -0.52 2.00 -1.95
O -1.44 1.25 0.78
H -1.73 0.67 1.49
H -0.48 1.31 0.93
O -2.15 0.10 3.81
H -1.68 -0.71 3.56
H -3.09 0.03 3.63
O -0.25 -2.93 -2.56
H -0.96 -2.29 -2.36
H -0.66 -3.70 -2.97
O -2.68 -2.98 -1.98
H -2.28 -3.43 -1.23
H -2.83 -2.06 -1.67
O -3.03 -0.31 -2.13
H -2.46 0.47 -2.04
H -3.41 -0.19 -3.01
O -1.65 -2.91 2.31
H -1.68 -3.75 2.79
H -1.10 -3.11 1.54
```

***

Entry 8:
Molecular formula: C4H9N3S
Method: DFT, wB97M-V/def2-TZVPD

Results
HOMO energy ... -8.5 eV
ΔE to the lowest compared entry with this formula, charge and spin ... 94.0 kcal per mole
LUMO ... 0.2 eV
Multiplicity ... 1
Structure (SMILES) ... C[C@H]1N[C@@H]1C(=S)NN

Structure (XYZ):
```
17
C4H9N3S, DFT wB97M-V/def2-TZVPD
C -0.04 0.28 -2.73
C 0.03 -0.53 -1.38
N 1.40 -0.65 -0.93
C 0.59 0.22 -0.19
C 0.02 -0.07 1.14
S 0.41 -1.60 1.89
N -0.86 0.77 1.81
N -1.10 0.40 3.23
H -1.09 0.53 -3.04
H 0.28 -0.65 -3.34
H 0.67 1.20 -2.74
H -0.62 -1.37 -1.30
H 1.88 -1.30 -0.24
H 0.95 1.37 -0.29
H -0.73 1.88 1.55
H -0.09 -0.12 3.44
H -1.70 -0.36 3.12
```

***

- Look up the ΔE to the lowest compared entry with this formula, charge and spin of the third one.
  43.6 kcal per mole

***

Repeat the second record exactly.
Molecular formula: C4H8N2
Method: DFT, wB97M-V/def2-TZVPD

Results
HOMO energy ... -8.5 eV
ΔE to the lowest compared entry with this formula, charge and spin ... 64.4 kcal per mole
LUMO ... 0.8 eV
Multiplicity ... 1
Structure (SMILES) ... CN(C)CC#N

Structure (XYZ):
```
14
C4H8N2, DFT wB97M-V/def2-TZVPD
C -0.28 1.30 0.53
N -0.36 0.06 -0.23
C -1.43 -0.86 0.12
C 0.81 -0.51 -0.80
C 2.05 0.14 -0.50
N 2.92 0.69 0.05
H -1.17 1.41 1.15
H -0.23 2.16 -0.15
H 0.61 1.33 1.16
H -1.30 -1.28 1.13
H -1.45 -1.69 -0.60
H -2.41 -0.36 0.07
H 0.60 -1.08 -1.70
H 1.63 -1.31 -0.23
```

***

- What is the formula in the third record?
  C2H8N2P

***

- What is the ΔE to the lowest compared entry with this formula, charge and spin in the first record?
  13.2 kcal per mole